No. 1
C2H5NO2S2 | the ωB97M-V functional and the def2-TZVPD basis

Computed properties:
DFT total energy = -29408.73394 eV

Structure (XYZ):
```
12
Properties=species:S:1:pos:R:3:forces:R:3:nbo_charge:R:1
C 1.949779 -2.208795 0.653515 0.97 0.49 1.60 1.0475
C 1.054328 0.353027 0.405557 -0.28 0.90 0.77 -0.0941
N 1.056531 1.182317 1.450319 0.99 2.27 0.82 -0.8003
O 2.331475 -1.583404 1.549589 0.21 0.02 0.45 -0.5296
O 1.681018 -2.939079 -0.181064 -0.85 -0.90 -1.71 -0.5150
S -2.056002 -0.554487 -1.917643 -4.28 0.23 2.02 -0.2255
S 2.029205 1.100245 -0.847203 -0.41 -1.45 -1.13 -0.0395
H 1.618922 2.149719 1.353583 -1.66 -2.60 0.80 0.3515
H -1.506819 0.457153 -2.421142 1.05 2.34 -1.03 0.1178
H 0.636280 1.009526 2.433172 0.87 0.05 -2.73 0.4209
H -1.099610 -1.246825 -2.237211 3.22 -2.57 -0.97 0.1106
H 1.866406 0.081260 -1.812024 0.17 1.21 1.12 0.1558
```
Positions in Å, forces in eV/Å.

***

No. 2
C2H5NO4 | the ωB97M-V functional and the def2-TZVPD basis

Computed properties:
SMILES = O=CNC(=O)O.O
DFT total energy = -11835.87072 eV

Structure (XYZ):
```
12
Properties=species:S:1:pos:R:3:forces:R:3:nbo_charge:R:1
O 1.345404 1.036421 0.919664 0.16 0.27 0.16 -0.5877
C 0.721527 1.075692 -0.114695 -0.10 -0.35 0.16 0.5487
N -0.476712 0.426458 -0.290353 0.01 0.68 -0.73 -0.6701
C -1.411531 0.188811 0.727960 0.27 -0.62 1.03 0.8917
O -2.582667 0.147701 0.512451 -0.24 -0.07 -0.28 -0.5738
O -0.880096 -0.045797 1.932677 -0.26 0.37 -0.09 -0.6754
H 1.050664 1.647886 -0.992924 0.11 -0.21 -0.04 0.1381
H -0.917493 0.538012 -1.191758 -0.05 0.06 0.02 0.4172
H 0.046011 0.265889 1.971354 0.14 -0.16 -0.24 0.5109
O 2.267104 -2.147806 -2.700113 -0.14 0.10 0.16 -0.9431
H 3.147679 -2.400303 -2.406548 -0.01 0.00 -0.13 0.4729
H 2.290115 -2.130179 -3.660168 0.14 -0.06 -0.02 0.4705
```
Positions in Å, forces in eV/Å.

***

No. 3
C2H5NO4 | the ωB97M-V functional and the def2-TZVPD basis

Computed properties:
DFT total energy = -11826.42696 eV
Spin multiplicity = 3

Structure (XYZ):
```
12
Properties=species:S:1:pos:R:3:forces:R:3:nbo_charge:R:1
C -0.474127 -0.014145 1.331802 4.50 2.50 -0.59 -0.4847
C 1.195737 -1.467174 -1.142162 -0.58 0.24 -0.46 1.0368
N -0.615012 0.964642 0.208245 4.65 0.05 4.23 0.3358
O -0.927758 0.254877 -1.056394 -3.95 -1.28 -5.15 -0.8082
O 0.437364 1.778550 -0.144372 -2.21 1.67 2.50 -0.5517
O 1.923151 -0.583430 -1.160860 1.69 1.56 0.22 -0.5578
O 0.423688 -2.300835 -1.157823 -1.05 -1.95 0.19 -0.4822
H -1.243323 0.229870 1.913391 -3.34 0.64 2.85 0.2185
H -0.550510 -1.041926 1.042063 0.05 -0.37 -0.74 0.2337
H 0.519170 0.209939 1.952097 -1.85 -0.47 -1.38 0.2013
H 1.141846 1.265256 -0.485540 1.14 -1.49 -1.03 0.5042
H -1.830227 0.704374 -1.300447 0.94 -1.11 -0.64 0.3543
```
Positions in Å, forces in eV/Å.

***

No. 4
C2H5NOS | the ωB97M-V functional and the def2-TZVPD basis

Computed properties:
DFT total energy = -16525.37513 eV

Structure (XYZ):
```
10
Properties=species:S:1:pos:R:3:forces:R:3:nbo_charge:R:1
C 0.610949 -2.248844 0.003497 -1.10 2.88 0.44 0.3144
C -0.657021 -0.555561 -0.068070 3.14 -2.46 -3.13 -0.4817
N 0.412364 0.431485 0.075799 -1.36 3.03 2.55 -0.7406
O 1.660962 -1.658703 0.127252 0.90 -0.39 -0.10 -0.6538
S -0.101957 -3.634335 -0.227491 -0.53 -1.40 -0.13 -0.1051
H -1.495059 -0.436730 0.481426 -2.44 0.41 1.86 0.1929
H -0.811013 -0.782364 -1.141882 -0.25 0.60 0.70 0.2002
H 0.388614 1.242626 -0.587880 0.36 -1.24 0.37 0.4080
H 1.228814 -0.274381 0.032675 0.89 0.42 0.17 0.4496
H 0.352672 0.948783 1.071799 0.39 -1.85 -2.74 0.4161
```
Positions in Å, forces in eV/Å.

***

No. 5
C2H5NOS | the ωB97M-V functional and the def2-TZVPD basis

Computed properties:
DFT total energy = -16526.56839 eV

Structure (XYZ):
```
10
Properties=species:S:1:pos:R:3:forces:R:3:nbo_charge:R:1
C -0.228086 0.070999 -0.007854 2.05 0.03 0.11 -0.0618
C 1.056088 1.027676 -0.008472 -2.34 -0.29 -2.13 -0.6508
N -0.133913 -1.307526 0.230445 0.15 0.32 -0.78 -0.8009
O -2.603553 -0.555616 0.098116 -1.44 -0.65 -0.29 -0.9835
S -1.775927 0.645095 -0.141174 1.47 0.20 0.43 0.9915
H 1.423671 1.205413 -1.063843 -0.24 -0.53 1.20 0.2322
H 0.863030 2.014406 0.397283 -0.67 0.11 -0.03 0.2352
H 1.798122 0.658063 0.623963 1.30 -1.09 0.72 0.2274
H 0.580645 -1.972673 -0.084782 0.62 1.51 0.26 0.3972
H -0.980076 -1.785835 -0.043679 -0.89 0.40 0.48 0.4134
```
Positions in Å, forces in eV/Å.

***

No. 6
C2H5NOS | the ωB97M-V functional and the def2-TZVPD basis

Computed properties:
SMILES = CC(=O)NS
DFT total energy = -16527.74195 eV

Structure (XYZ):
```
10
Properties=species:S:1:pos:R:3:forces:R:3:nbo_charge:R:1
C 0.817981 1.021357 -0.118156 0.68 -0.87 -0.81 -0.7213
C 0.655191 -0.479908 -0.106453 0.21 -0.22 -0.41 0.6839
O 1.598620 -1.227231 -0.086668 0.55 -0.37 0.14 -0.5870
N -0.615409 -1.048922 -0.153801 -0.09 0.74 0.25 -0.7920
S -2.086968 -0.262462 -0.188893 -0.71 0.48 0.68 0.1932
H 1.424963 1.274892 0.743882 -0.11 0.25 0.09 0.2460
H -0.145732 1.440492 -0.135517 -0.99 1.09 0.32 0.2251
H 1.348452 1.344386 -1.039466 -0.21 -0.42 0.59 0.2465
H -0.657591 -2.045018 -0.073570 0.34 -0.40 0.00 0.4110
H -2.339507 -0.017584 1.158645 0.34 -0.28 -0.87 0.0947
```
Positions in Å, forces in eV/Å.

***

No. 7
C2H5NOS | the ωB97M-V functional and the def2-TZVPD basis

Computed properties:
SMILES = CC(=O)SN
DFT total energy = -16526.69827 eV

Structure (XYZ):
```
10
Properties=species:S:1:pos:R:3:forces:R:3:nbo_charge:R:1
C -0.430685 -0.992766 1.386364 0.23 -2.89 -1.44 -0.7359
C -0.402918 -0.313800 0.005688 2.36 1.39 0.24 0.5664
O -0.833647 -0.594060 -1.067856 0.14 0.12 1.40 -0.5311
S 0.926359 1.377760 0.072345 -1.93 -1.76 -0.19 0.1634
N 0.937146 1.676721 -1.616192 0.19 -1.32 0.19 -0.9362
H 0.296919 -0.602416 2.087197 0.04 0.30 -0.20 0.2455
H -0.239045 -2.195032 1.297259 -0.47 2.98 -0.07 0.2476
H -1.430371 -0.886471 1.763025 -0.53 0.09 0.36 0.2482
H 1.189644 0.749212 -1.982010 0.24 0.66 -0.35 0.3646
H -0.013401 1.780852 -1.945820 -0.28 0.43 0.06 0.3674
```
Positions in Å, forces in eV/Å.

***

No. 8
C2H5NOS2 | the ωB97M-V functional and the def2-TZVPD basis

Computed properties:
SMILES = ONC(=S)CS
DFT total energy = -27360.95107 eV

Structure (XYZ):
```
11
Properties=species:S:1:pos:R:3:forces:R:3:nbo_charge:R:1
O -0.008775 1.884252 -0.345103 -0.18 1.44 0.32 -0.5484
N -0.933893 0.860584 -0.488784 -1.49 1.12 -0.56 -0.2864
C -0.698537 -0.377175 -0.073352 0.02 -0.08 0.84 0.0961
S -1.821364 -1.595706 -0.280898 0.77 0.56 0.02 -0.1774
C 0.613412 -0.453095 0.667913 0.85 -1.70 0.88 -0.5862
S 1.958637 -1.033538 -0.503912 -0.77 -0.78 0.19 -0.0485
H -0.363322 2.645548 0.221176 0.13 -1.85 -0.91 0.4820
H -1.782466 1.092867 -1.030339 0.86 -0.29 0.38 0.4010
H 0.936744 0.553094 1.036840 -0.20 -1.19 -0.32 0.2564
H 0.578975 -1.223378 1.515216 -0.18 1.30 -1.25 0.2581
H 1.520594 -2.353449 -0.718761 0.20 1.48 0.40 0.1533
```
Positions in Å, forces in eV/Å.

***

No. 9
C2H5NOS2 | the ωB97M-V functional and the def2-TZVPD basis

Computed properties:
DFT total energy = -27358.90169 eV

Structure (XYZ):
```
11
Properties=species:S:1:pos:R:3:forces:R:3:nbo_charge:R:1
C 0.858401 0.807895 0.116162 -1.71 0.27 -1.13 0.5493
C 1.982018 -0.066145 0.394293 0.91 -0.16 0.63 -0.7743
N -1.816171 -0.341068 -0.654375 0.30 0.53 -0.44 -0.8200
O 0.322839 1.803538 0.455763 1.63 -0.16 0.56 -0.4985
S -2.094916 -1.658225 0.312690 -0.17 -0.02 0.11 0.2337
S -2.222666 1.161792 -0.106332 -0.90 -0.49 -0.14 0.3320
H 1.584295 -0.858166 1.037181 0.03 0.01 -0.07 0.2688
H 2.334335 -0.536753 -0.524349 -0.09 0.08 0.08 0.2540
H 2.816592 0.420098 0.912554 0.01 0.04 0.04 0.2247
H -1.975872 -2.505048 -0.722516 0.03 -0.15 0.21 0.1145
H -1.788859 1.772087 -1.221069 -0.03 0.06 0.15 0.1159
```
Positions in Å, forces in eV/Å.

***

No. 10
C2H5NP2 | the ωB97M-V functional and the def2-TZVPD basis

Computed properties:
DFT total energy = -22217.02462 eV

Structure (XYZ):
```
10
Properties=species:S:1:pos:R:3:forces:R:3:nbo_charge:R:1
C 0.760810 0.073865 0.317479 -4.44 0.15 1.15 -0.2820
C 2.007838 -0.368957 -0.236590 1.66 -3.28 2.22 -0.7667
N -2.389634 -0.312628 0.218126 0.13 -0.03 0.46 -1.3237
P -3.555055 0.724877 0.076094 -0.60 1.84 -0.78 0.7036
P -1.267120 -1.169039 0.799613 3.85 0.15 -0.15 0.9397
H 0.235425 0.912780 -0.186322 0.63 -0.18 0.32 0.1386
H 2.007755 -1.498706 -0.043697 0.13 1.10 -0.70 0.2230
H 1.906251 -0.178850 -1.254242 0.85 0.24 -2.07 0.2244
H 3.041026 -0.161426 0.220172 -1.61 0.68 -0.59 0.2502
H -2.747299 1.978082 0.089371 -0.59 -0.66 0.15 -0.1073
```
Positions in Å, forces in eV/Å.

***

- What is the DFT total energy in the sixth record?
  -16527.74195 eV

***

Copy entry 1 word for word.
C2H5NO2S2 | the ωB97M-V functional and the def2-TZVPD basis

Computed properties:
DFT total energy = -29408.73394 eV

Structure (XYZ):
```
12
Properties=species:S:1:pos:R:3:forces:R:3:nbo_charge:R:1
C 1.949779 -2.208795 0.653515 0.97 0.49 1.60 1.0475
C 1.054328 0.353027 0.405557 -0.28 0.90 0.77 -0.0941
N 1.056531 1.182317 1.450319 0.99 2.27 0.82 -0.8003
O 2.331475 -1.583404 1.549589 0.21 0.02 0.45 -0.5296
O 1.681018 -2.939079 -0.181064 -0.85 -0.90 -1.71 -0.5150
S -2.056002 -0.554487 -1.917643 -4.28 0.23 2.02 -0.2255
S 2.029205 1.100245 -0.847203 -0.41 -1.45 -1.13 -0.0395
H 1.618922 2.149719 1.353583 -1.66 -2.60 0.80 0.3515
H -1.506819 0.457153 -2.421142 1.05 2.34 -1.03 0.1178
H 0.636280 1.009526 2.433172 0.87 0.05 -2.73 0.4209
H -1.099610 -1.246825 -2.237211 3.22 -2.57 -0.97 0.1106
H 1.866406 0.081260 -1.812024 0.17 1.21 1.12 0.1558
```
Positions in Å, forces in eV/Å.

***

- The lowest DFT total energy belongs to which entry?
  C2H5NO2S2

***

- Among the records above, which one has the highest DFT total energy?
  number 3